141
Properties=species:S:1:pos:R:3:forces:R:3 method="wB97M-V/def2-TZVPD" multiplicity=1 homo_lumo_gap_ev=3.5 e_homo_ev=-0.71 fmax_ev_per_a=4.9 total_energy_ha=-9452.76109 total_charge=-2
Hf 1.02497 0.36150 -0.83238 -0.8065 -1.1173 -3.1594
I 1.85337 -2.02430 -1.99918 0.9896 -0.6063 0.4447
Te -1.19253 -1.09660 -0.69508 -4.2467 -2.2100 0.8311
Te -3.62353 3.02720 1.41702 0.0636 0.1091 -0.4076
Br 4.77427 -4.38530 -1.04548 0.3952 0.1081 0.8847
S -0.40193 4.74320 -4.59518 -0.1221 -0.8882 0.0167
S -1.49603 2.15350 -5.25158 0.3066 0.6098 0.0306
S -2.25013 4.50600 -6.92248 -0.2954 0.1616 -0.3078
S 1.02047 0.57250 2.84122 -0.4899 0.2679 0.6103
S 1.25207 3.70350 -2.32208 0.3957 0.5947 0.3642
S -0.27293 0.73250 -2.96568 -0.3604 -0.2949 -1.0845
Si -5.26313 -1.61420 -0.33538 -1.0862 0.5023 -0.4054
Si -2.94363 -4.61420 -0.36288 0.3776 -1.0272 -0.5687
Si -3.08403 -2.35210 0.40112 -0.1796 0.0679 0.4185
Si -3.12233 -2.28510 2.79492 0.2171 0.2509 1.3898
O 1.06697 -1.93390 1.24812 0.8956 1.5198 0.4767
O 6.73917 1.11620 -1.50628 -0.6568 0.1383 0.1994
O 2.76007 1.08370 -1.15968 1.4896 0.7816 -0.0459
N 2.90377 0.68480 4.75312 -1.0415 -0.1626 -0.0590
N 1.00477 -0.32770 5.39682 0.6429 0.4374 -0.6631
N 0.43477 2.06890 0.19002 0.6547 2.0640 2.0709
C 3.36017 0.66340 -5.17808 -0.0300 0.0554 0.0160
C -3.93363 2.43390 -2.91598 -0.0510 -0.1191 -0.0014
C 0.91337 4.11230 1.40732 -0.3501 0.2210 0.0828
C 3.54607 3.27820 1.62082 0.1103 -0.2600 -0.1573
C 1.95777 -0.55320 6.46242 0.2585 -0.1389 0.5009
C -3.82563 3.31830 -0.69148 -0.0130 -0.0587 0.6260
C -0.42013 2.19700 -3.86408 0.1418 0.7639 0.0336
C -1.76033 1.97860 1.26522 -0.1362 -0.1374 0.1125
C -3.28203 -0.50980 3.53192 0.0076 -0.4838 -0.6495
C 4.80677 1.98870 -0.47108 -0.2388 0.3528 0.9173
C -1.48203 -2.91700 3.59072 -0.4491 0.0944 -0.5667
C 5.71897 3.94370 2.66712 -0.0885 0.0213 -0.0256
C -3.95423 4.59890 -1.20318 0.0461 0.2564 0.2402
C 0.11307 6.47970 2.61432 -0.0563 0.1343 0.1042
C 0.13327 3.39810 -3.54598 -0.5554 0.1242 -0.8699
C 5.54577 1.38780 -1.59068 0.6872 -0.4586 -0.8576
C -4.51263 -3.26930 3.70932 0.3899 0.2024 -0.7085
C 5.54427 2.63260 0.51952 -0.4048 -0.1661 -0.4747
C 0.45017 6.46550 1.27162 0.0228 0.0659 0.1195
C 1.63507 -3.15120 1.70672 0.2495 -0.0656 0.0878
C 0.86627 5.29140 0.67312 0.1550 0.0149 -0.0853
C -4.27273 -5.88300 0.25612 0.3530 0.7737 -0.0608
C 3.02137 -4.22570 -3.30768 0.2508 0.0013 0.8508
C 4.92737 3.26000 1.58792 -0.0909 0.0592 0.2107
C 2.63327 -4.54550 -4.59538 0.4661 -0.3214 -0.0295
C -0.93893 2.51470 0.11302 -0.9671 0.5003 -0.3741
C -1.42953 3.83620 -5.65358 0.3711 -0.2575 0.4080
C -3.80743 2.23370 -1.55338 -0.0522 -0.2237 0.0339
C -4.06983 3.71200 -3.42798 -0.0340 0.0124 -0.0850
C -5.22523 -1.31950 -2.23538 0.3149 -0.1795 0.6740
C -1.22853 -5.38470 0.02202 -0.5684 0.5749 0.0203
C 3.01347 0.53050 6.18482 0.1560 -0.0125 0.5756
C 4.12187 -0.34220 -4.60738 0.0187 -0.0878 -0.1400
C 3.32667 1.92250 -4.59848 -0.0224 0.1697 -0.1087
C -4.06653 4.79490 -2.56828 -0.0920 0.1006 -0.0932
C 4.03277 2.17170 -3.43678 0.2442 -0.0756 0.2242
C 0.55127 4.12580 2.75032 0.0243 -0.1497 -0.0822
C -5.98153 -0.00740 0.46322 0.6906 -0.5385 -0.1819
C 1.62877 0.32330 4.34832 0.4773 -0.2903 0.2983
C -6.68253 -2.88380 0.00212 0.8589 0.2192 -0.0283
C 1.80147 -0.80590 1.03352 0.0170 -2.9017 -0.8541
C 1.32467 2.84310 0.73682 -1.0300 -0.0889 0.0486
C 0.16897 5.31090 3.35472 0.0190 0.0583 0.1098
C 4.78777 1.15720 -2.84978 0.2356 -0.0457 -0.5951
C 4.19277 -4.76520 -2.84558 -0.9130 -0.0576 -1.4557
C 3.39307 -5.40840 -5.37268 -0.1408 -0.0023 -0.3153
C 3.28077 -0.95270 1.30342 -0.0257 0.0288 0.5326
C 4.57547 -5.93500 -4.87328 0.1404 -0.1599 -0.1641
C -3.06253 -4.60710 -2.27288 0.0341 0.3234 0.6905
C 4.99687 -5.60600 -3.59538 0.2723 0.0091 0.3554
C 2.74647 2.61450 0.67842 1.0032 -0.0205 -0.1853
C 4.85187 -0.09000 -3.46128 0.1503 0.0224 0.2035
C 3.38967 1.86950 -0.36238 1.3855 1.1004 0.8844
H 3.81107 -0.01940 1.12212 -0.0743 -0.0220 0.0119
H -5.83213 -0.01630 1.53682 0.0425 0.0342 0.3128
H -3.91433 -6.90730 0.22062 0.2656 -0.1235 -0.0748
H -1.35843 2.15400 -0.83928 0.2602 0.0970 0.2875
H -1.48513 -2.90430 4.67972 -0.2794 0.0704 0.1903
H -6.88103 -2.95840 1.06532 -0.0316 -0.0333 0.3180
H -4.56773 -5.66920 1.27622 -0.1062 0.0020 0.3328
H 3.47747 -1.24700 2.33922 0.0072 -0.0325 0.0475
H 1.72227 -4.11540 -4.98598 -0.2706 0.0509 -0.2856
H -4.16003 3.86020 -4.49308 0.0545 0.0481 -0.1484
H -2.43013 -3.80480 -2.63868 0.1805 0.1951 -0.1709
H -0.98993 3.61030 0.08322 0.1153 -0.2378 -0.0821
H -5.49743 -2.21430 -2.78458 -0.0362 -0.2884 -0.0653
H 3.72007 -1.72840 0.66642 -0.2413 0.0695 -0.1497
H 6.62097 2.63930 0.41312 0.0669 -0.0331 -0.0192
H -5.48743 0.87860 0.07982 0.1084 0.1321 -0.0149
H -5.46253 -2.75570 3.61532 -0.2802 0.1438 -0.0692
H 2.72567 2.70850 -5.03848 -0.0310 0.0124 0.0597
H 0.81967 -3.87060 1.69662 0.0185 0.0244 0.0065
H 6.78567 3.88060 2.46382 0.0625 0.0241 0.0343
H -1.09183 -5.58600 1.07902 0.0072 -0.0049 0.3304
H 2.76247 1.45750 6.72362 0.0215 -0.1189 -0.1260
H 2.42997 -3.49430 1.04172 -0.0197 0.0312 -0.1111
H -2.72573 -5.52940 -2.73488 0.1033 -0.2729 0.0963
H 5.44487 -0.86990 -3.00508 -0.0124 -0.1068 0.0397
H -0.19533 7.40420 3.08212 -0.0467 0.0561 0.0562
H -1.26173 -3.93100 3.27452 0.1132 -0.2781 -0.0673
H -7.04643 0.11980 0.28852 -0.2146 -0.2487 -0.2174
H 3.05197 3.79910 2.42972 0.0073 0.1186 -0.0106
H 5.52647 3.48490 3.63812 0.0724 0.0083 0.1018
H -3.66973 1.22820 -1.17398 0.0407 -0.0570 0.0040
H 5.43677 4.99430 2.73752 0.0690 0.0777 0.0603
H -3.61763 -0.49830 4.56522 -0.0756 -0.2561 0.2196
H 2.02507 -3.04910 2.72342 -0.0038 0.0312 0.0626
H -4.30623 -3.39360 4.77002 0.2119 0.1107 0.1280
H 4.02587 0.22910 6.46742 -0.1793 -0.0311 0.0638
H 2.77177 0.46710 -6.06398 -0.0314 -0.0393 -0.0364
H -3.94213 5.45300 -0.53668 0.0296 -0.0074 0.0148
H 3.07177 -5.66400 -6.37558 -0.0030 -0.0917 -0.1583
H -5.16723 -5.83060 -0.35418 -0.2108 0.0683 -0.1637
H -4.20313 -1.07210 -2.51298 0.1893 0.1176 -0.1648
H 4.12867 -1.33100 -5.04248 0.0005 -0.1085 0.0177
H 5.17817 -6.60370 -5.47548 0.0352 -0.0180 -0.0634
H -2.32593 0.00140 3.49202 0.2880 0.1279 -0.1017
H -4.07143 -4.41000 -2.61488 -0.3276 0.0917 -0.0592
H -5.87483 -0.51710 -2.57478 -0.1383 0.1794 0.1551
H 0.33347 -1.04470 5.16442 -0.1107 0.1530 -0.1376
H -0.46553 -4.67870 -0.29008 0.2552 0.1857 -0.0820
H -1.93823 0.90770 1.13852 -0.0466 0.2045 0.1059
H 3.97727 3.14430 -2.96458 -0.0924 0.0031 -0.0332
H 2.40677 -1.55510 6.41622 -0.0695 0.1065 -0.0681
H -1.24503 2.13930 2.20682 -0.0646 0.0634 0.1756
H -1.04723 -6.31150 -0.51388 -0.1751 -0.1627 -0.1914
H -0.08213 5.31880 4.40762 -0.0617 -0.0046 0.0123
H 1.12737 5.27320 -0.37468 -0.0032 -0.0404 -0.1546
H -7.60933 -2.60380 -0.49068 -0.0682 0.2429 -0.1654
H -6.40403 -3.86890 -0.34898 0.0323 -0.3478 -0.0979
H -4.13833 5.79870 -2.96098 -0.0179 0.0920 -0.0520
H 3.33407 1.47320 4.29382 -0.0718 -0.0991 -0.1850
H 1.47737 -0.43160 7.43672 0.1688 -0.0156 -0.0488
H -3.91793 1.58300 -3.57758 0.0479 -0.1210 -0.0918
H 0.39237 7.37400 0.68852 0.0166 0.0335 -0.0536
H -0.67233 -2.28320 3.24562 0.2701 0.1893 -0.1965
H -4.63053 -4.25520 3.27642 -0.0860 -0.3300 -0.0865
H 0.58377 3.20370 3.31532 -0.0156 -0.0262 0.0467
H 5.92807 -5.98760 -3.19518 0.1027 -0.1226 -0.0200
H -3.98773 0.07900 2.95472 -0.1530 0.2176 -0.1157